# 1
{
  "formula": "C17H48ClO13S3",
  "method": "ωB97M-V with the def2-TZVPD basis set",
  "elements": ["Cl", "C", "C", "O", "H", "H", "H", "H", "H", "H", "C", "C", "O", "H", "H", "H", "H", "H", "H", "C", "C", "O", "H", "H", "H", "H", "H", "H", "C", "C", "O", "H", "H", "H", "H", "H", "H", "O", "S", "O", "O", "C", "C", "C", "H", "H", "H", "H", "H", "H", "H", "H", "O", "S", "O", "O", "C", "C", "C", "H", "H", "H", "H", "H", "H", "H", "H", "O", "S", "O", "O", "C", "C", "C", "H", "H", "H", "H", "H", "H", "H", "H"],
  "positions_angstrom": [[-26.9780, -5.0648, 32.2746], [-32.2109, -6.4457, 31.9066], [-30.8836, -5.7507, 31.7202], [-29.8600, -6.7341, 31.7708], [-32.2831, -7.3117, 31.2433], [-33.0522, -5.8040, 31.6279], [-32.3698, -6.7898, 32.9282], [-30.7264, -5.0249, 32.5258], [-30.8723, -5.2161, 30.7633], [-29.0254, -6.2684, 31.9086], [-23.5371, -1.2159, 30.3260], [-24.8131, -2.0050, 30.5897], [-24.5500, -2.9827, 31.5736], [-23.0021, -1.6380, 29.4732], [-22.8831, -1.2568, 31.1949], [-23.7570, -0.1808, 30.0573], [-25.1384, -2.4591, 29.6448], [-25.6351, -1.3434, 30.9049], [-25.3807, -3.4425, 31.7657], [-29.0226, -1.4022, 35.4212], [-28.2748, -2.5389, 34.7546], [-28.5728, -2.5189, 33.3738], [-28.8849, -1.4432, 36.5019], [-30.0889, -1.5145, 35.2041], [-28.7204, -0.4362, 35.0190], [-28.5596, -3.4960, 35.2061], [-27.1961, -2.3992, 34.9108], [-28.1063, -3.2637, 32.9586], [-24.4698, -4.5140, 36.9743], [-25.4248, -5.0375, 35.9205], [-24.7675, -4.9777, 34.6727], [-24.8740, -4.6040, 37.9823], [-24.2146, -3.4834, 36.7301], [-23.5411, -5.0900, 36.9254], [-26.3182, -4.3986, 35.9070], [-25.7722, -6.0549, 36.1490], [-25.4379, -5.0201, 33.9725], [-27.4007, -10.2849, 31.4100], [-26.9076, -10.1598, 32.7275], [-27.7334, -10.4590, 33.8511], [-25.6374, -11.1446, 32.7609], [-25.0511, -11.4014, 34.0373], [-24.0432, -12.5286, 33.8689], [-26.1039, -8.6040, 32.9395], [-25.7840, -11.6546, 34.8023], [-24.5124, -10.5047, 34.3666], [-23.3334, -12.2606, 33.0843], [-24.5518, -13.4312, 33.5321], [-23.5092, -12.6719, 34.8057], [-26.8205, -7.7874, 32.8856], [-25.3997, -8.5488, 32.1136], [-25.6328, -8.6064, 33.9195], [-26.1233, -1.9620, 27.2994], [-27.2136, -1.0752, 27.0683], [-27.4918, -0.5925, 25.7661], [-28.5323, -1.7707, 27.5496], [-28.5565, -2.2380, 28.9266], [-28.6527, -3.7341, 28.9901], [-27.0928, 0.3228, 28.1505], [-29.3758, -1.7242, 29.4290], [-27.6349, -1.9502, 29.4382], [-28.4750, -4.0442, 30.0214], [-27.8479, -4.1608, 28.3896], [-29.5744, -4.1705, 28.6084], [-28.1051, 0.6039, 28.4332], [-26.6270, 1.1149, 27.5704], [-26.5219, 0.1067, 29.0490], [-23.7162, -7.2409, 27.5330], [-24.9165, -7.4008, 28.3007], [-26.0780, -7.9534, 27.6957], [-24.6007, -8.3563, 29.5294], [-23.3622, -8.1611, 30.2388], [-22.8841, -9.5088, 30.7146], [-25.3150, -5.8796, 29.1054], [-23.5551, -7.4904, 31.0810], [-22.6147, -7.6971, 29.5959], [-23.6744, -10.0201, 31.2689], [-22.0410, -9.3863, 31.3990], [-22.5604, -10.1418, 29.8904], [-26.3407, -5.6480, 28.8332], [-24.6646, -5.0748, 28.7787], [-25.2958, -6.0286, 30.1828]],
  "charge": -1
}

***

# 2
{
  "formula": "C5H8O2",
  "method": "ωB97M-V with the def2-TZVPD basis set",
  "elements": ["O", "C", "C", "C", "C", "C", "O", "H", "H", "H", "H", "H", "H", "H", "H"],
  "positions_angstrom": [[-1.9347, 1.5612, -1.0936], [-0.8563, 1.8800, -1.5357], [-0.2676, -0.3884, 0.8263], [0.3629, -1.3863, 1.4673], [1.7707, -0.8211, 1.3462], [1.0280, 0.2983, 0.5682], [1.3894, 1.2781, -0.0309], [-2.2027, -0.6982, -1.7410], [-0.4011, 2.8613, -1.3195], [-0.2658, 1.2054, -2.1836], [-1.2962, -0.1668, 0.5680], [0.0019, -2.3030, 1.9216], [-2.0577, -1.4242, -1.8318], [2.4906, -1.3977, 0.7562], [2.2386, -0.4986, 2.2823]],
  "e_above_lowest_kcal_mol": 81.7
}

***

no.,largest force on an atom (eV/Å),Kohn-Sham gap (eV),HOMO energy (eV)
1,0.99,9.445,-7.0816
2,0.55,10.441,-9.9453